A molecular structure, C9H21ClI2N2OPSZr. Source: the OMol25 dataset; level of theory: ωB97M-V with the def2-TZVPD basis set.

The total charge is +3. The value obtained for the energy above the lowest of the compared OMol25 structures with the same formula, charge and spin is 412.80 kJ/mol. The spin multiplicity is 1. For the HOMO-LUMO gap, the calculation gives 4.8 eV.

Cartesian coordinates (Å):
I1 4.312 -0.173 -0.668
I2 4.096 -2.599 0.140
Zr1 0.498 -0.741 -1.275
P1 2.268 -1.662 -2.873
C1 4.062 -1.998 -2.972
C2 1.542 -3.189 -3.499
H1 1.013 -0.157 -4.316
H2 2.402 -1.069 -5.098
H3 2.732 0.392 -4.086
C3 2.067 -0.472 -4.233
H4 0.446 -3.091 -3.545
H5 2.008 -3.245 -4.493
H6 4.267 -2.321 -3.978
H7 4.367 -2.748 -2.216
H8 1.852 -4.035 -2.867
H9 4.637 -1.094 -2.681
C4 4.231 -0.959 1.906
O1 5.202 -0.757 2.608
Cl1 -1.706 -0.667 -1.906
C5 -4.544 -0.408 3.027
C6 -3.214 0.342 3.020
N1 -2.494 0.273 1.703
C7 -1.204 0.755 1.639
S1 0.248 -0.448 1.069
N2 -0.999 2.039 1.764
C8 -2.001 3.109 1.441
C9 -1.982 4.167 2.549
H10 -5.214 0.017 2.291
H11 -4.994 -0.269 4.009
H12 -4.462 -1.474 2.876
H13 -3.430 1.409 3.227
H14 -2.599 -0.024 3.898
H15 -2.613 -0.621 1.247
H16 -0.017 2.361 1.817
H17 -1.924 3.485 0.402
H18 -2.976 2.609 1.508
H19 -1.070 4.784 2.501
H20 -2.852 4.856 2.560
H21 -1.956 3.621 3.504

4 unconnected molecules or ions with the total composition C19H39BN4O8P. Source: the OMol25 dataset; level of theory: ωB97M-V with the def2-TZVPD basis set.

The total charge is -1. The spin multiplicity is 1. For the HOMO-LUMO gap, the calculation gives 6.1 eV.

Cartesian coordinates (Å):
C1 2.139 3.714 3.513
C2 1.283 2.761 3.830
C3 0.425 1.381 3.837
P1 1.577 -0.203 3.857
C4 0.369 -1.242 2.798
C5 0.831 -2.799 3.004
N1 1.180 -3.585 1.969
C6 2.651 0.377 2.403
C7 2.048 0.959 1.077
O1 2.751 0.733 0.008
O2 0.893 1.778 0.806
C8 -0.127 1.100 0.066
C9 -1.657 1.103 0.650
O3 0.015 0.519 -1.060
B1 0.656 -0.691 5.476
O4 -0.502 -1.568 5.627
O5 1.109 -0.098 6.759
C10 -0.016 0.444 7.501
H1 2.849 4.550 3.169
H2 -0.164 1.422 4.848
H3 -0.379 1.341 3.019
H4 2.414 -1.395 4.032
H5 2.468 0.587 4.719
H6 0.417 -1.103 1.663
H7 -0.758 -1.096 3.073
H8 0.869 -3.307 4.043
H9 1.437 -4.532 2.335
H10 3.429 1.156 2.794
H11 3.318 -0.541 2.119
H12 -1.774 2.048 1.305
H13 -1.897 0.123 1.194
H14 -2.359 1.264 -0.266
H15 -1.328 -1.061 5.453
H16 -0.430 -0.284 8.290
H17 0.395 1.365 8.086
H18 -0.883 0.834 6.855
C11 -0.627 2.415 -6.685
C12 -1.367 1.379 -5.882
O6 -2.493 0.999 -6.187
N2 -0.749 0.862 -4.787
C13 0.564 1.178 -4.267
H19 -1.246 2.733 -7.526
H20 -0.412 3.288 -6.064
H21 0.300 1.992 -7.079
H22 -1.307 0.174 -4.298
H23 1.154 0.259 -4.252
H24 0.447 1.545 -3.246
H25 1.077 1.928 -4.867
C14 1.281 -5.539 -1.243
C15 1.799 -6.583 -0.291
O7 2.300 -6.289 0.784
N3 1.696 -7.892 -0.659
C16 1.140 -8.438 -1.877
H26 1.433 -4.548 -0.812
H27 1.826 -5.592 -2.189
H28 0.212 -5.684 -1.411
H29 2.064 -8.534 0.030
H30 0.317 -9.105 -1.609
H31 1.919 -9.014 -2.381
H32 0.773 -7.662 -2.547
C17 -3.690 3.674 -3.102
C18 -3.148 4.780 -2.239
O8 -3.247 4.764 -1.020
N4 -2.530 5.826 -2.857
C19 -2.314 6.028 -4.273
H33 -4.153 2.914 -2.471
H34 -4.449 4.067 -3.782
H35 -2.879 3.207 -3.666
H36 -2.192 6.530 -2.215
H37 -1.238 6.110 -4.446
H38 -2.797 6.964 -4.562
H39 -2.716 5.212 -4.872

3 unconnected molecules or ions with the total composition C28H48ClN3O4P3S. Source: the OMol25 dataset; level of theory: ωB97M-V with the def2-TZVPD basis set.

The total charge is +1. The spin multiplicity is 1. For the HOMO-LUMO gap, the calculation gives 7.9 eV.

Cartesian coordinates (Å):
C1 4.831 1.508 1.687
C2 4.891 0.525 0.507
C3 5.698 -0.729 0.833
C4 5.578 -1.869 -0.180
C5 4.154 -2.268 -0.568
C6 3.229 -2.607 0.610
C7 1.814 -2.061 0.414
C8 0.827 -2.600 1.452
C9 -0.388 -1.718 1.819
C10 -1.691 -2.002 1.029
C11 -2.178 -0.978 -0.030
C12 -1.103 -0.713 -1.113
C13 -0.118 0.409 -0.915
O1 -0.046 1.108 0.058
C14 -2.753 0.257 0.677
N1 -4.113 0.634 0.112
C15 -5.048 1.020 1.243
C16 -5.620 -0.132 2.069
O2 -6.956 -0.454 1.732
P1 -3.761 2.424 -0.589
O3 -5.181 2.776 -1.236
Cl1 -2.679 2.069 -2.245
C17 -4.586 -0.554 -0.687
P2 -5.368 -0.424 -2.366
O4 -4.417 -0.490 -3.494
C18 -3.423 -1.568 -0.790
P3 -4.031 -3.235 -0.260
S1 -3.083 -4.759 -0.950
H1 5.649 1.327 2.384
H2 4.887 2.543 1.355
H3 3.891 1.396 2.231
H4 3.868 0.234 0.244
H5 5.316 1.017 -0.372
H6 5.438 -1.077 1.838
H7 6.755 -0.451 0.882
H8 6.111 -2.744 0.203
H9 6.104 -1.576 -1.095
H10 3.704 -1.462 -1.158
H11 4.208 -3.131 -1.237
H12 3.162 -3.692 0.728
H13 3.625 -2.179 1.533
H14 1.503 -2.318 -0.605
H15 1.864 -0.972 0.494
H16 1.394 -2.768 2.372
H17 0.465 -3.586 1.143
H18 -0.123 -0.662 1.795
H19 -0.616 -1.943 2.863
H20 -2.500 -2.096 1.760
H21 -1.567 -2.962 0.521
H22 -1.544 -0.553 -2.098
H23 -0.518 -1.630 -1.227
H24 0.559 0.578 -1.766
H25 -2.854 0.048 1.742
H26 -2.109 1.135 0.632
H27 -5.868 1.618 0.841
H28 -4.455 1.673 1.884
H29 -5.656 0.201 3.105
H30 -4.976 -1.015 2.019
H31 -7.000 -1.134 1.051
H32 -5.195 2.802 -2.206
H33 -5.378 -1.044 -0.116
H34 -6.210 0.687 -2.321
H35 -6.256 -1.502 -2.250
H36 -3.188 -1.806 -1.831
H37 -5.366 -3.145 -0.699
H38 -4.197 -3.142 1.131
N2 -0.881 -1.628 -7.246
C19 -1.783 -1.441 -6.287
C20 -1.557 -0.658 -5.164
C21 -0.323 -0.037 -5.036
C22 0.627 -0.223 -6.027
C23 0.298 -1.027 -7.109
H39 -2.734 -1.943 -6.423
H40 -2.338 -0.538 -4.426
H41 -0.101 0.590 -4.180
H42 1.601 0.243 -5.969
H43 1.013 -1.195 -7.906
N3 5.102 3.876 4.149
C24 5.843 4.932 4.474
C25 5.313 6.136 4.916
C26 3.938 6.251 5.027
C27 3.153 5.158 4.691
C28 3.782 4.000 4.260
H44 6.916 4.807 4.377
H45 5.967 6.959 5.168
H46 3.486 7.172 5.369
H47 2.075 5.200 4.763
H48 3.199 3.126 3.990

C6H7IN2 in the gas phase. Source: the OMol25 dataset; level of theory: ωB97M-V with the def2-TZVPD basis set.

The value obtained for the energy above the lowest of the compared OMol25 structures with the same formula, charge and spin is 234.67 kJ/mol. The spin multiplicity is 1. For the HOMO-LUMO gap, the calculation gives 7.5 eV.

Cartesian coordinates (Å):
C1 -1.878 1.991 -0.330
C2 -0.332 1.184 0.897
C3 -0.411 0.361 -0.187
C4 0.542 -0.749 -0.662
C5 0.869 -1.798 0.438
C6 1.797 -1.525 1.468
N1 -1.332 2.081 0.846
N2 -1.362 0.929 -0.959
I1 3.332 -0.080 0.959
H1 -2.909 2.326 -0.573
H2 0.226 -1.203 -1.583
H3 1.550 -0.385 -0.871
H4 -0.043 -2.271 0.839
H5 1.376 -2.643 -0.250
H6 0.172 1.232 1.850
H7 -1.595 0.551 -1.882

Question: Which value of spin multiplicity does entry 1 give?
Answer: 1

Repeat the third record exactly.
3 unconnected molecules or ions with the total composition C28H48ClN3O4P3S. Source: the OMol25 dataset; level of theory: ωB97M-V with the def2-TZVPD basis set.

The total charge is +1. The spin multiplicity is 1. For the HOMO-LUMO gap, the calculation gives 7.9 eV.

Cartesian coordinates (Å):
C1 4.831 1.508 1.687
C2 4.891 0.525 0.507
C3 5.698 -0.729 0.833
C4 5.578 -1.869 -0.180
C5 4.154 -2.268 -0.568
C6 3.229 -2.607 0.610
C7 1.814 -2.061 0.414
C8 0.827 -2.600 1.452
C9 -0.388 -1.718 1.819
C10 -1.691 -2.002 1.029
C11 -2.178 -0.978 -0.030
C12 -1.103 -0.713 -1.113
C13 -0.118 0.409 -0.915
O1 -0.046 1.108 0.058
C14 -2.753 0.257 0.677
N1 -4.113 0.634 0.112
C15 -5.048 1.020 1.243
C16 -5.620 -0.132 2.069
O2 -6.956 -0.454 1.732
P1 -3.761 2.424 -0.589
O3 -5.181 2.776 -1.236
Cl1 -2.679 2.069 -2.245
C17 -4.586 -0.554 -0.687
P2 -5.368 -0.424 -2.366
O4 -4.417 -0.490 -3.494
C18 -3.423 -1.568 -0.790
P3 -4.031 -3.235 -0.260
S1 -3.083 -4.759 -0.950
H1 5.649 1.327 2.384
H2 4.887 2.543 1.355
H3 3.891 1.396 2.231
H4 3.868 0.234 0.244
H5 5.316 1.017 -0.372
H6 5.438 -1.077 1.838
H7 6.755 -0.451 0.882
H8 6.111 -2.744 0.203
H9 6.104 -1.576 -1.095
H10 3.704 -1.462 -1.158
H11 4.208 -3.131 -1.237
H12 3.162 -3.692 0.728
H13 3.625 -2.179 1.533
H14 1.503 -2.318 -0.605
H15 1.864 -0.972 0.494
H16 1.394 -2.768 2.372
H17 0.465 -3.586 1.143
H18 -0.123 -0.662 1.795
H19 -0.616 -1.943 2.863
H20 -2.500 -2.096 1.760
H21 -1.567 -2.962 0.521
H22 -1.544 -0.553 -2.098
H23 -0.518 -1.630 -1.227
H24 0.559 0.578 -1.766
H25 -2.854 0.048 1.742
H26 -2.109 1.135 0.632
H27 -5.868 1.618 0.841
H28 -4.455 1.673 1.884
H29 -5.656 0.201 3.105
H30 -4.976 -1.015 2.019
H31 -7.000 -1.134 1.051
H32 -5.195 2.802 -2.206
H33 -5.378 -1.044 -0.116
H34 -6.210 0.687 -2.321
H35 -6.256 -1.502 -2.250
H36 -3.188 -1.806 -1.831
H37 -5.366 -3.145 -0.699
H38 -4.197 -3.142 1.131
N2 -0.881 -1.628 -7.246
C19 -1.783 -1.441 -6.287
C20 -1.557 -0.658 -5.164
C21 -0.323 -0.037 -5.036
C22 0.627 -0.223 -6.027
C23 0.298 -1.027 -7.109
H39 -2.734 -1.943 -6.423
H40 -2.338 -0.538 -4.426
H41 -0.101 0.590 -4.180
H42 1.601 0.243 -5.969
H43 1.013 -1.195 -7.906
N3 5.102 3.876 4.149
C24 5.843 4.932 4.474
C25 5.313 6.136 4.916
C26 3.938 6.251 5.027
C27 3.153 5.158 4.691
C28 3.782 4.000 4.260
H44 6.916 4.807 4.377
H45 5.967 6.959 5.168
H46 3.486 7.172 5.369
H47 2.075 5.200 4.763
H48 3.199 3.126 3.990

Question: Number 4 is which compound?
Answer: C6H7IN2